one.
{"formula": "C4H8N4", "method": "ωB97M-V with the def2-TZVPD basis set", "species": ["C", "C", "C", "C", "N", "N", "N", "N", "H", "H", "H", "H", "H", "H", "H", "H"], "positions_angstrom": [[0.6298, -0.5518, -1.3367], [0.1890, -0.9973, 0.0398], [-0.6189, -2.3308, 0.0737], [0.1122, 2.3734, 1.1727], [1.3238, -0.8511, 0.9595], [1.3629, 0.3317, 1.3193], [-0.4487, 0.2312, 0.0087], [0.3244, 0.9834, 0.8948], [1.5694, -0.0970, -1.5557], [-0.0581, -0.2916, -2.0848], [-1.1747, -2.5413, 0.9747], [0.1327, -3.0176, -0.0903], [-1.3176, -2.3834, -0.7167], [0.9936, 2.6487, 1.8248], [0.3868, 3.0063, 0.3047], [-0.7361, 2.6656, 1.6433]], "multiplicity": 1, "lumo_ev": 0.7, "homo_lumo_gap_ev": 8.803, "total_charge": 0, "e_homo_ev": -8.103}

---

two.
{"formula": "C4H8N4", "method": "ωB97M-V with the def2-TZVPD basis set", "species": ["C", "C", "C", "C", "H", "H", "H", "H", "H", "H", "H", "H", "N", "N", "N", "N"], "positions_angstrom": [[1.6278, 0.7280, -0.1770], [1.7017, -0.6588, -0.1361], [-1.6523, -0.8937, -0.0956], [-1.6933, 0.4217, -0.2579], [1.5143, 1.0272, -1.2509], [2.5866, 1.1109, 0.2350], [1.9594, -0.8921, 1.0363], [2.6340, -1.2154, -0.7164], [-2.5701, -1.3814, 0.2128], [-2.4681, 0.7911, -0.4509], [-1.1152, 2.3136, -0.1598], [0.1181, 0.5021, 1.4186], [0.4053, -1.2039, -0.4500], [-0.3858, -1.5343, 0.5385], [-0.6889, 1.4549, -0.2283], [0.3033, 1.3063, 0.6646]], "smiles": "C1=C\\NNCC/N=N/1", "multiplicity": 1, "lumo_ev": 0.2, "homo_lumo_gap_ev": 8.688, "total_charge": 0, "e_homo_ev": -8.495}

---

three.
{"formula": "C4H8N4", "method": "ωB97M-V with the def2-TZVPD basis set", "species": ["C", "C", "C", "C", "H", "H", "H", "H", "H", "H", "H", "H", "N", "N", "N", "N"], "positions_angstrom": [[1.5051, -0.0498, -0.0263], [0.0736, 0.5367, -0.0417], [-2.2064, 0.0300, -0.3430], [-1.7284, -0.7995, 0.7499], [2.0851, -1.7386, -0.9377], [0.3535, -1.5799, -0.4433], [3.2778, -0.0134, -0.0032], [0.2207, 2.5429, -0.0167], [-2.8173, -0.6601, -0.9839], [-2.4347, 1.0573, -0.1269], [-2.0039, -1.7491, 0.4093], [-1.6407, -0.1705, 1.6956], [1.3690, -1.4237, -0.0336], [2.4977, 0.5745, 0.2131], [-0.4637, 1.7462, -0.0096], [-0.9607, -0.3245, -0.4022]], "smiles": "[H]/N=C(N)/C(=N\\[H])N1CC1", "multiplicity": 1, "lumo_ev": 0.5, "homo_lumo_gap_ev": 9.941, "total_charge": 0, "e_homo_ev": -9.454}

---

Relative energy of each structure, in hartree: one 0.0087; two 0.1013; three 0.0000.

---

one.
{"formula": "C4H8N4", "method": "ωB97M-V with the def2-TZVPD basis set", "species": ["C", "C", "C", "C", "H", "H", "H", "H", "H", "H", "H", "H", "N", "N", "N", "N"], "positions_angstrom": [[-1.3896, 1.6396, 0.5660], [-0.9569, 0.5746, -0.4055], [0.0859, -1.2847, 0.1648], [0.4592, -0.1245, -0.2866], [-2.4847, 1.6543, 0.6386], [-0.9419, 1.1808, 1.5421], [-0.8466, 2.4915, 0.0828], [-1.3308, 0.9376, -1.4353], [0.6613, -2.1665, 0.6735], [1.4367, 1.5932, -0.8259], [2.3819, -0.2209, 1.3102], [3.3463, -0.5477, -0.2073], [-1.8683, -0.4721, -0.1845], [-1.2577, -1.5418, 0.1019], [1.5785, 0.4477, -0.6052], [2.7743, 0.1731, 0.4006]], "smiles": "C[C@@H]1N=NC=C1NN", "multiplicity": 1, "lumo_ev": 0.5, "homo_lumo_gap_ev": 9.045, "total_charge": 0, "e_homo_ev": -8.551}

---

two.
{"formula": "C4H8N4", "method": "ωB97M-V with the def2-TZVPD basis set", "species": ["C", "C", "C", "C", "N", "N", "N", "N", "H", "H", "H", "H", "H", "H", "H", "H"], "positions_angstrom": [[2.6709, -0.7636, -0.0370], [1.3474, -0.8856, -0.3658], [-1.6821, -0.9477, 0.4400], [-2.1622, 1.3701, -0.0909], [2.9221, 0.5235, 0.1036], [1.7943, 1.1473, -0.1332], [0.7823, 0.3443, -0.3662], [-1.4524, 0.4825, 0.5181], [3.5429, -1.4158, -0.0786], [0.8137, -1.7821, -0.5127], [-0.8253, -1.4843, 0.3741], [-2.1941, -1.4324, 1.2745], [-2.3029, -1.0579, -0.4415], [-2.9754, 1.1734, -0.8335], [1.6355, 2.3608, -0.1404], [-1.9148, 2.3675, 0.2896]], "smiles": "c1cn[nH]n1.C=NC", "multiplicity": 1, "lumo_ev": 0.8, "homo_lumo_gap_ev": 9.574, "total_charge": 0, "e_homo_ev": -8.800}

---

three.
{"formula": "C4H8N4", "method": "ωB97M-V with the def2-TZVPD basis set", "species": ["C", "C", "C", "C", "N", "N", "N", "N", "H", "H", "H", "H", "H", "H", "H", "H"], "positions_angstrom": [[-0.4639, 1.2306, -0.6324], [0.5477, 0.2031, -0.9889], [1.4819, 0.2817, -2.1670], [-1.1153, -1.3800, 2.4622], [1.3322, -0.3609, 0.1693], [0.7309, -0.8407, 1.0809], [-0.7820, -0.1248, -1.0024], [-0.4148, -1.2329, 1.2393], [-0.5987, 1.5390, 0.3993], [-0.6899, 2.0020, -1.3606], [1.0069, 0.8584, -2.9575], [1.6975, -0.7184, -2.5386], [2.4120, 0.7600, -1.8681], [-1.2944, -0.4137, 2.9436], [-2.0708, -1.8487, 2.2308], [-0.5628, -2.0225, 3.1553]], "multiplicity": 1, "lumo_ev": [-1.1, -1.0], "homo_lumo_gap_ev": [7.812, 7.532], "total_charge": 0, "e_homo_ev": [-8.870, -8.581]}

---

Relative energy of each structure, in hartree: one 0.0375; two 0.0000; three 0.0751.

---

one.
{"formula": "C6H7NO3", "method": "ωB97M-V with the def2-TZVPD basis set", "species": ["C", "C", "C", "C", "C", "C", "H", "H", "H", "H", "H", "H", "H", "N", "O", "O", "O"], "positions_angstrom": [[-1.6050, 0.5900, -1.7081], [1.1336, -1.4908, 0.3506], [0.8751, -0.0031, 0.6173], [1.7308, 0.5181, 1.6910], [2.4568, 0.9216, 2.5658], [-0.5581, 0.2151, 0.9523], [-2.0007, -0.3282, -3.2910], [-3.1315, 1.2705, -0.8991], [0.9312, -2.0924, 1.2363], [2.1901, -1.6475, 0.0649], [0.4903, -1.8528, -0.4685], [1.0798, 0.5626, -0.2846], [3.0988, 1.2852, 3.3513], [-1.6713, 0.3709, 1.1779], [-1.2289, -0.1052, -2.7737], [-2.9422, 0.7656, -1.6963], [-0.8490, 1.0202, -0.8861]], "smiles": "C#C[C@@H](C)C#N.O=C(O)O", "multiplicity": 1, "lumo_ev": 0.4, "homo_lumo_gap_ev": 10.480, "total_charge": 0, "e_homo_ev": -10.030}

---

two.
{"formula": "C6H7NO3", "method": "ωB97M-V with the def2-TZVPD basis set", "species": ["C", "C", "C", "C", "C", "C", "N", "O", "O", "O", "H", "H", "H", "H", "H", "H", "H"], "positions_angstrom": [[0.5224, 0.0053, 0.0658], [-0.1254, 1.3192, -0.0386], [0.0632, -1.2628, 0.1813], [-1.2867, 1.7877, 0.2847], [0.8293, 2.4394, -0.4585], [0.9391, -2.5419, -0.0108], [-2.2854, -0.8312, 0.3281], [-3.3209, -1.2544, 0.7124], [-2.2820, 2.3665, 0.4869], [-1.1749, -1.7092, 0.5315], [1.5733, 0.0717, -0.4246], [0.4921, 3.2118, -1.2845], [0.9934, 3.0741, 0.4480], [1.7722, 1.9596, -0.7744], [1.1515, -3.0158, 0.9169], [0.2863, -3.3196, -0.5105], [1.8525, -2.3004, -0.4536]], "smiles": "CC(=C=O)/C=C(/C)ON=O", "multiplicity": 1, "lumo_ev": -0.3, "homo_lumo_gap_ev": 7.648, "total_charge": 0, "e_homo_ev": -7.978}

---

three.
{"formula": "C6H7NO3", "method": "ωB97M-V with the def2-TZVPD basis set", "species": ["N", "C", "C", "C", "O", "C", "O", "C", "C", "H", "H", "H", "H", "H", "O", "H", "H"], "positions_angstrom": [[2.5434, -0.8410, -0.5975], [1.6601, -0.0370, -0.3174], [0.1839, -0.0344, -0.1885], [-0.5401, -1.3342, 0.2832], [-1.7595, -0.7965, 0.7854], [-1.6446, 0.6186, 0.6016], [-0.2710, 0.8486, 0.8427], [-1.7629, 0.8842, -0.8923], [-0.6058, 0.4538, -1.4014], [-0.7193, -2.0382, -0.5384], [0.0157, -1.8205, 1.0946], [-2.2894, 1.1489, 1.3055], [-2.6529, 1.2382, -1.4074], [-0.3122, 0.2924, -2.4363], [2.7114, 0.7963, 0.9333], [2.0284, 0.9526, 1.6020], [3.4149, -0.3318, 0.3310]], "multiplicity": 1, "lumo_ev": 0.6, "homo_lumo_gap_ev": 10.182, "total_charge": 0, "e_homo_ev": -9.595}

---

Relative energy of each structure, in hartree: one 0.0000; two 0.0882; three 0.1064.

---

one.
{"formula": "C6H7NO3", "method": "ωB97M-V with the def2-TZVPD basis set", "species": ["C", "C", "C", "C", "C", "C", "N", "O", "O", "O", "H", "H", "H", "H", "H", "H", "H"], "positions_angstrom": [[-0.3442, 0.8663, 0.9287], [-1.7640, 1.1043, 0.8406], [2.2725, 0.8892, -0.5062], [-2.6279, 0.4724, 1.5890], [-0.5033, -1.3239, -0.1867], [0.1484, -2.0523, -1.2562], [1.2469, 0.3051, -0.9919], [2.6435, 1.0992, 0.6168], [-3.4291, -0.1414, 2.1455], [0.1093, -0.1665, -0.0924], [0.0758, 0.5693, 1.8850], [0.2620, 1.8393, 0.6433], [-2.0496, 2.0938, 0.2398], [2.8481, 1.2269, -1.3461], [0.4998, -1.3528, -2.0119], [-0.3684, -2.8588, -1.7344], [0.9802, -2.5702, -0.7628]], "multiplicity": 1, "lumo_ev": 0.0, "homo_lumo_gap_ev": 9.346, "total_charge": 0, "e_homo_ev": -9.302}

---

two.
{"formula": "C6H7NO3", "method": "ωB97M-V with the def2-TZVPD basis set", "species": ["C", "C", "C", "C", "C", "C", "N", "O", "O", "O", "H", "H", "H", "H", "H", "H", "H"], "positions_angstrom": [[0.0756, 1.1562, 1.2044], [0.1531, -1.1717, 0.8720], [0.2733, 1.2398, -0.1727], [-0.3186, -0.9399, -0.4046], [0.8584, 2.3685, -0.8821], [-0.7085, -2.1392, -1.2560], [-0.0416, 1.5342, 2.3320], [0.0669, 1.5972, 3.5494], [-0.0538, 0.1860, -0.9853], [-0.1665, -2.0894, 1.7239], [1.7967, 2.1642, -1.3537], [0.1879, 2.7941, -1.6481], [1.1826, 3.1184, -0.1825], [-1.7550, -2.2950, -1.4034], [-0.2730, -2.0533, -2.2308], [-0.2271, -2.9989, -0.9454], [-1.0504, -2.4715, 1.7828]], "multiplicity": 1, "lumo_ev": [-0.6, -0.5], "homo_lumo_gap_ev": [6.916, 6.881], "total_charge": 0, "e_homo_ev": [-7.467, -7.414]}

---

Relative energy of each structure, in hartree: one 0.0194; two 0.0000.

---

one.
{"formula": "C2H4N2OS3", "method": "ωB97M-V with the def2-TZVPD basis set", "species": ["C", "C", "N", "N", "O", "S", "S", "S", "H", "H", "H", "H"], "positions_angstrom": [[0.6608, -0.3438, 1.6334], [-1.1876, 0.2925, 0.0312], [1.0221, 0.1315, 0.4209], [0.1583, 0.3286, -0.4744], [-1.8327, 1.4248, 0.2630], [1.6553, -0.8051, 2.8487], [-1.0726, -0.6741, 1.6728], [1.1159, -0.7947, -2.9252], [-1.8153, -0.4111, -0.7049], [2.0117, 0.3809, 0.2373], [-1.3371, 2.0156, 0.9617], [0.6212, -1.5452, -3.9645]], "multiplicity": 1, "lumo_ev": [-2.3, -1.4], "homo_lumo_gap_ev": [6.249, 7.507], "total_charge": 0, "e_homo_ev": [-8.521, -8.954]}

---

two.
{"formula": "C2H4N2OS3", "method": "ωB97M-V with the def2-TZVPD basis set", "species": ["C", "C", "N", "N", "O", "S", "S", "S", "H", "H", "H", "H"], "positions_angstrom": [[-0.9466, -0.8630, -0.9537], [-0.0451, -0.0671, 1.2678], [0.3328, -0.3324, -1.0337], [0.6832, 0.7802, 0.3097], [0.6481, -1.1597, 1.6804], [-1.6574, -1.5788, -2.2938], [-1.6817, -0.6794, 0.6076], [0.0219, 2.2854, 0.1527], [-0.2052, 0.4722, 2.1070], [0.7304, -0.0127, -1.9254], [1.1003, -1.3832, 0.8818], [1.0191, 2.5384, -0.8004]], "multiplicity": 1, "lumo_ev": -0.4, "homo_lumo_gap_ev": 8.204, "total_charge": 0, "e_homo_ev": -8.587}

---

Relative energy of each structure, in hartree: one 0.0295; two 0.0000.

---

one.
{"formula": "C3H8N4O", "method": "ωB97M-V with the def2-TZVPD basis set", "species": ["C", "C", "C", "H", "H", "H", "H", "H", "H", "H", "H", "N", "N", "N", "N", "O"], "positions_angstrom": [[1.8498, -0.5000, 0.7159], [-0.3137, 1.3861, -0.1276], [-1.9502, -0.9571, -0.6315], [1.2102, -0.2406, 1.5716], [2.6405, 0.2178, 0.5702], [2.2934, -1.4704, 0.8754], [0.4014, -1.3079, -0.5390], [1.1805, 1.1935, -1.4633], [-1.5430, 1.2658, 1.4049], [-1.3205, -0.7567, -1.4787], [-2.6795, -1.7566, -0.6716], [1.0973, -0.5634, -0.5021], [0.5772, 0.6434, -0.8906], [-1.1144, 0.6600, 0.7253], [-1.9603, -0.4233, 0.5443], [-0.3685, 2.6094, -0.1032]], "smiles": "C=NNC(=O)NNC", "multiplicity": 1, "lumo_ev": 0.8, "homo_lumo_gap_ev": 10.333, "total_charge": 0, "e_homo_ev": -9.506}

---

two.
{"formula": "C3H8N4O", "method": "ωB97M-V with the def2-TZVPD basis set", "species": ["C", "N", "C", "N", "C", "O", "N", "N", "H", "H", "H", "H", "H", "H", "H", "H"], "positions_angstrom": [[0.5410, -1.0491, 1.6123], [-1.0532, -0.6105, -1.1810], [0.7053, 0.6940, 0.0031], [0.3629, 1.6683, 0.9515], [-0.0654, 0.8673, -1.6420], [-1.9223, -1.4592, -1.8726], [1.1138, 1.1644, -1.3027], [0.8215, -0.5887, 0.2662], [-1.3241, -2.0695, -2.3353], [-1.4304, -0.3999, -0.2565], [0.4733, 2.6025, 0.5789], [0.8655, 1.5606, 1.8234], [-0.5530, 1.1944, -2.5642], [1.4294, -0.9051, 2.2411], [0.3407, -2.1212, 1.5800], [-0.3049, -0.5484, 2.0979]], "multiplicity": 1, "lumo_ev": [0.2, 0.2], "homo_lumo_gap_ev": [8.157, 8.156], "total_charge": 0, "e_homo_ev": [-7.966, -7.964]}

---

three.
{"formula": "C3H8N4O", "method": "ωB97M-V with the def2-TZVPD basis set", "species": ["C", "N", "C", "C", "N", "N", "N", "O", "H", "H", "H", "H", "H", "H", "H", "H"], "positions_angstrom": [[0.2719, 1.1308, -1.5487], [-0.6662, 1.2351, -0.4570], [-0.2808, 1.3642, 0.9454], [0.1955, -0.8765, 0.7163], [-1.0243, -1.5221, 0.7405], [1.2850, -1.7012, 0.5294], [0.4197, 0.2696, 1.2998], [-0.7483, 2.2263, 1.6574], [-1.3782, 1.9362, -0.6565], [-1.8354, -0.9265, 0.7311], [-1.1091, -2.3770, 0.2138], [2.1626, -1.3188, 0.8514], [1.1466, -2.6993, 0.5284], [-0.2718, 0.9967, -2.4796], [0.9057, 0.2585, -1.4075], [0.9270, 2.0041, -1.6642]], "smiles": "CNC(=O)N=C(N)N", "multiplicity": 1, "lumo_ev": 0.6, "homo_lumo_gap_ev": 9.639, "total_charge": 0, "e_homo_ev": -9.053}

---

Relative energy of each structure, in hartree: one 0.0846; two 0.2432; three 0.0000.